Record 1
57
Properties=species:S:1:pos:R:3:forces:R:3 method="wB97M-V/def2-TZVPD" e_tot_ha=-2133.5093 de_lowest_ev=2.196 spin_multiplicity=6 gap_ev="6.685 / 6.875"
O 1.979 -2.038 -2.081 0.322 0.935 1.334
C 2.045 -3.183 -1.201 -0.755 -0.738 -0.321
C 3.524 -3.010 -0.878 -0.530 1.027 0.055
H 1.815 -4.060 -1.817 -0.099 0.526 1.018
H 1.359 -3.079 -0.357 -0.017 -0.130 -0.150
C 3.376 -1.719 -1.783 0.133 -0.693 0.357
H 4.161 -3.834 -1.181 0.215 0.174 0.022
H 3.671 -2.685 0.176 0.374 -0.660 -0.739
C 3.990 -1.614 -3.169 0.548 0.204 0.245
H 3.633 -2.419 -3.831 0.180 0.164 0.450
H 5.090 -1.599 -3.148 -0.295 0.113 -0.091
H 3.603 -0.675 -3.585 0.267 -0.078 -0.125
C 3.653 -0.520 -0.846 0.374 0.109 -0.413
H 3.364 -0.700 0.203 0.029 -0.098 -0.638
H 3.168 0.393 -1.171 0.355 -0.133 0.115
H 4.741 -0.327 -0.853 -0.308 -0.179 0.038
Ru -0.179 -0.114 0.170 -2.784 -5.890 -4.982
C 0.060 0.665 2.083 -0.157 -0.015 2.703
C -0.940 -0.374 2.220 1.319 -0.142 1.707
C -0.291 -1.631 1.974 0.239 0.620 0.934
H -1.970 -0.226 2.497 -0.021 -0.040 -0.052
C 1.071 -1.378 1.661 0.258 0.306 0.819
C 1.286 0.047 1.686 1.151 -0.451 2.272
H 2.236 0.540 1.511 -0.309 -0.022 0.143
H -0.095 1.716 2.301 0.050 -0.191 -0.126
H -0.753 -2.596 2.014 -0.251 -0.252 -0.214
H 1.828 -2.130 1.445 -0.311 0.283 -0.038
C -0.954 1.660 -0.570 0.217 1.530 -1.090
C 0.497 1.723 -0.529 0.188 2.281 -1.796
C 0.977 1.026 -1.693 0.023 0.780 -0.378
H 1.091 2.369 0.117 -0.252 -0.196 -0.295
C -0.110 0.404 -2.343 -0.357 1.111 -0.098
C -1.306 0.849 -1.719 0.597 0.764 -0.574
H -2.303 0.668 -2.082 0.007 -0.227 0.224
H -1.629 2.238 0.056 0.147 -0.199 -0.226
H 1.999 1.013 -2.061 -0.636 -0.047 0.154
H -0.019 -0.242 -3.202 -0.150 -0.083 0.106
O 1.802 -5.296 -3.000 0.758 -2.654 -1.661
C 3.187 -5.623 -3.298 0.398 0.527 0.469
C 3.317 -7.040 -3.864 -0.185 0.330 -0.504
H 3.808 -5.547 -2.392 -0.444 0.031 0.042
H 3.581 -4.866 -3.978 -0.142 -0.011 -0.115
C 1.956 -7.689 -3.601 0.247 0.017 0.838
H 4.145 -7.583 -3.402 -0.162 0.085 -0.015
H 3.523 -6.991 -4.934 -0.030 -0.027 -0.015
C 1.043 -6.531 -3.169 -0.733 0.341 -0.104
H 2.055 -8.353 -2.735 -0.058 -0.111 -0.251
H 1.593 -8.288 -4.442 -0.061 0.316 0.142
H 0.579 -6.742 -2.218 -0.050 -0.132 0.471
H 0.191 -6.386 -3.845 0.433 0.327 -0.193
Cl -3.710 -0.079 0.301 -0.308 0.381 0.097
C -3.811 -1.590 -0.620 0.417 -0.487 -0.020
Cl -4.011 -1.317 -2.348 -0.271 0.154 -0.243
C -2.508 -2.397 -0.350 0.084 -0.747 0.461
O -2.697 -3.384 0.369 0.474 0.630 -0.442
O -1.426 -1.962 -0.877 -0.249 0.477 0.779
H -4.671 -2.139 -0.247 0.120 0.089 -0.087

=====

Record 2
65
Properties=species:S:1:pos:R:3:forces:R:3 method="wB97M-V/def2-TZVPD" total_charge=+1 e_tot_ha=-4762.1916 spin_multiplicity=1 gap_ev=5.180
Ir -0.253 0.102 0.114 -0.230 1.576 0.132
N 2.680 1.058 3.202 -0.302 0.052 -0.905
C 1.950 0.704 2.123 -1.727 -0.543 0.896
S 0.237 0.347 2.394 -0.023 0.248 0.130
N 2.494 0.526 0.960 2.288 0.246 -0.421
N 1.713 0.180 -0.042 -0.187 -0.016 -2.737
C 2.179 0.068 -1.302 0.631 0.449 3.981
C 1.236 -0.071 -2.316 -2.528 -0.511 -2.135
C 1.552 -0.062 -3.699 0.403 0.012 1.612
C 0.554 -0.137 -4.624 -1.435 -0.132 -0.093
C -0.783 -0.254 -4.193 1.076 0.053 -0.475
C -1.042 -0.270 -2.844 -0.255 -0.047 0.263
N -0.089 -0.179 -1.914 1.187 0.589 -1.169
H 2.182 1.414 4.003 0.007 -0.077 -0.003
H 3.604 1.420 3.038 0.172 -0.049 0.002
H 3.240 0.135 -1.485 0.093 0.142 0.071
H 2.585 0.032 -3.997 0.093 -0.003 0.013
H 0.779 -0.102 -5.678 0.038 -0.014 -0.123
H -1.590 -0.319 -4.902 -0.108 -0.009 -0.033
H -2.060 -0.357 -2.484 0.034 0.058 0.086
Cl -5.748 4.846 0.102 -0.286 0.102 0.043
C -4.198 4.133 0.081 0.266 -0.443 -0.014
C -4.064 2.742 0.159 -0.214 0.703 -0.054
Cl -5.456 1.752 0.299 -0.055 -0.172 0.033
C -2.807 2.172 0.102 1.089 1.614 -0.182
Cl -2.625 0.471 0.213 -0.371 -1.461 0.130
C -1.612 2.939 -0.049 -3.112 0.677 0.357
O -0.469 2.425 -0.150 3.001 -3.247 0.013
C -1.795 4.360 -0.094 0.091 -0.842 -0.006
Cl -0.395 5.321 -0.258 0.338 0.105 -0.024
C -3.051 4.934 -0.038 -0.237 -0.332 0.006
Cl -3.219 6.635 -0.136 0.021 0.028 0.014
C 2.535 -2.424 3.183 -0.370 -0.673 -0.010
Si 1.535 -4.033 3.005 -0.169 -0.006 0.033
C 2.520 -5.328 2.012 -0.409 0.463 0.327
C 1.004 -4.749 4.684 0.296 0.263 -0.638
C -0.110 -3.602 2.062 0.958 -0.071 0.324
Te 0.356 -2.926 0.093 0.771 0.479 0.899
C 0.146 -4.896 -0.785 -1.629 0.168 -0.854
Si -1.634 -5.351 -1.392 0.151 -0.128 0.111
C -2.840 -5.303 0.082 0.464 0.049 -0.599
C -2.089 -4.070 -2.725 0.141 -0.483 0.463
C -1.525 -7.114 -2.100 -0.091 0.731 0.214
H 3.478 -2.613 3.688 0.168 -0.101 0.088
H 1.993 -1.686 3.766 -0.135 0.051 0.103
H 2.766 -1.983 2.216 0.027 0.004 -0.171
H 3.478 -5.513 2.490 0.147 0.019 0.109
H 2.723 -5.007 0.992 0.036 0.096 -0.110
H 1.999 -6.282 1.970 -0.130 -0.118 0.011
H 1.871 -4.904 5.317 0.192 -0.035 0.124
H 0.509 -5.710 4.568 -0.077 -0.137 -0.091
H 0.326 -4.088 5.213 -0.129 0.189 0.057
H -0.631 -2.803 2.581 -0.093 0.108 0.005
H -0.762 -4.468 1.986 -0.152 -0.024 -0.151
H 0.493 -5.611 -0.047 0.204 0.254 0.428
H 0.825 -4.918 -1.631 0.182 0.129 -0.062
H -2.889 -4.321 0.547 0.020 0.172 0.037
H -2.567 -6.025 0.847 0.114 -0.127 0.086
H -3.843 -5.557 -0.248 -0.168 -0.030 -0.104
H -2.085 -3.058 -2.326 -0.027 0.142 0.156
H -3.077 -4.263 -3.131 -0.203 -0.037 -0.044
H -1.387 -4.099 -3.554 0.168 -0.071 -0.128
H -1.208 -7.833 -1.350 0.051 -0.043 0.183
H -0.830 -7.176 -2.932 0.133 0.053 -0.141
H -2.497 -7.434 -2.463 -0.201 -0.045 -0.066

=====

Record 3
58
Properties=species:S:1:pos:R:3:forces:R:3 method="wB97M-V/def2-TZVPD" e_tot_ha=-1722.5577 de_lowest_ev=0.272 spin_multiplicity=1 smiles="CCCCN(CCCC)Cc1ccc(C(=O)NNC(=O)Nc2ccc(Cl)cc2)o1" gap_ev=8.929
C 0.005 1.351 2.756 0.112 0.218 0.033
C 0.183 2.738 2.149 -0.215 -0.196 -0.130
C -0.472 2.815 0.773 0.255 0.377 0.312
C -0.275 4.179 0.100 -0.091 -0.431 0.121
N -0.580 4.147 -1.315 -0.129 0.429 -0.153
C 0.506 4.499 -2.201 0.348 -0.087 0.008
C 1.440 3.298 -2.392 -0.384 0.146 -0.259
C 0.727 2.163 -3.125 0.277 -0.053 0.143
C 1.479 0.842 -3.017 -0.130 0.162 -0.102
C -1.918 4.541 -1.672 0.092 -0.214 -0.082
C -2.875 3.427 -1.367 -0.688 0.576 0.285
C -4.174 3.406 -0.932 0.612 0.122 -0.231
C -4.517 2.049 -0.768 0.616 -0.732 -0.238
C -3.399 1.329 -1.112 -1.194 0.437 0.335
C -3.087 -0.091 -0.984 0.489 -0.313 -0.092
O -3.879 -0.962 -0.662 -0.123 0.097 0.061
N -1.788 -0.382 -1.280 0.532 -0.010 0.073
N -1.303 -1.655 -0.960 -0.616 0.007 -0.211
C -0.147 -1.697 -0.201 -0.272 -0.069 -0.202
O 0.550 -0.713 -0.062 0.174 0.176 0.115
N 0.129 -2.954 0.260 -0.394 -0.207 -0.098
C 1.254 -3.389 0.964 0.349 -0.012 0.231
C 1.321 -4.736 1.317 -0.018 0.172 -0.055
C 2.403 -5.228 2.020 0.100 0.099 0.026
C 3.431 -4.369 2.375 -0.145 0.082 -0.096
Cl 4.789 -4.980 3.254 0.181 -0.082 0.118
C 3.378 -3.028 2.030 -0.006 -0.284 0.058
C 2.295 -2.538 1.327 -0.076 0.133 -0.081
O -2.412 2.176 -1.490 0.221 -0.207 -0.097
H 0.412 0.597 2.086 0.013 -0.115 -0.028
H -1.050 1.136 2.913 -0.111 -0.075 0.031
H 0.516 1.278 3.713 0.009 -0.080 0.124
H 1.249 2.956 2.055 0.048 0.096 0.010
H -0.254 3.491 2.809 0.068 0.078 0.034
H -0.034 2.046 0.134 -0.029 -0.076 -0.090
H -1.537 2.603 0.878 -0.079 -0.100 -0.058
H -0.893 4.932 0.612 0.091 0.029 -0.015
H 0.771 4.475 0.224 -0.011 0.047 0.002
H 0.097 4.783 -3.174 -0.004 0.033 0.015
H 1.080 5.359 -1.818 -0.085 -0.006 -0.075
H 1.767 2.945 -1.414 0.114 -0.003 0.124
H 2.325 3.611 -2.950 0.117 -0.017 0.036
H -0.270 2.055 -2.695 -0.037 0.022 -0.070
H 0.607 2.432 -4.177 -0.084 0.048 -0.030
H 0.971 0.067 -3.586 0.012 -0.150 -0.035
H 1.543 0.519 -1.980 0.036 -0.063 0.093
H 2.490 0.945 -3.405 0.134 -0.053 -0.048
H -1.955 4.751 -2.746 0.032 0.029 0.090
H -2.263 5.447 -1.140 -0.023 -0.113 -0.109
H -4.801 4.254 -0.746 -0.062 0.235 0.046
H -5.449 1.645 -0.430 -0.159 -0.168 0.098
H -1.064 0.328 -1.301 -0.148 -0.094 0.002
H -2.089 -2.270 -0.764 0.184 0.104 0.039
H -0.543 -3.677 0.044 0.089 0.153 -0.021
H 0.518 -5.404 1.040 -0.091 -0.082 -0.026
H 2.449 -6.270 2.290 0.019 -0.086 0.031
H 4.183 -2.367 2.310 0.081 0.047 0.033
H 2.252 -1.497 1.056 0.004 0.026 0.002

=====

Record 4
57
Properties=species:S:1:pos:R:3:forces:R:3 method="wB97M-V/def2-TZVPD" e_tot_ha=-1970.2471 de_lowest_ev=0.118 spin_multiplicity=1 smiles="Cc1cc(NC(=S)N(CCCN2CCN(C)CC2)Cc2ccco2)ccc1Cl" gap_ev=8.618
C -0.622 3.193 -3.395 -0.013 -0.033 0.006
C -0.989 2.511 -2.116 -0.047 0.153 0.156
C -1.564 1.252 -2.112 -0.050 -0.049 0.231
C -1.908 0.602 -0.926 0.312 0.581 0.162
N -2.474 -0.665 -1.023 0.215 -0.270 -0.327
C -2.849 -1.531 -0.023 -0.305 -0.304 0.040
S -4.284 -2.338 -0.228 -0.490 -0.216 -0.204
N -2.029 -1.733 1.028 -0.166 0.252 -0.174
C -0.592 -1.563 0.952 0.402 -0.007 -0.410
C 0.082 -2.657 0.120 0.154 0.187 0.181
C 1.591 -2.403 0.073 -0.257 -0.085 -0.042
N 1.871 -1.068 -0.424 0.191 -0.033 0.003
C 1.894 -0.996 -1.872 -0.153 0.226 -0.144
C 1.997 0.461 -2.309 0.020 -0.232 -0.060
N 3.205 1.059 -1.774 -0.016 -0.059 0.022
C 3.366 2.426 -2.219 0.011 -0.067 0.013
C 3.179 0.970 -0.327 0.186 -0.224 0.107
C 3.094 -0.491 0.099 0.015 0.288 0.099
C -2.508 -2.481 2.175 -0.381 0.238 0.286
C -2.245 -1.722 3.434 0.496 -0.775 0.360
C -1.641 -2.080 4.603 -0.288 0.042 -0.632
C -1.689 -0.937 5.440 -0.248 0.519 -0.128
C -2.309 0.029 4.714 0.381 -0.081 0.861
O -2.650 -0.435 3.500 -0.231 0.003 -0.538
C -1.708 1.258 0.288 -0.141 -0.029 -0.146
C -1.122 2.509 0.302 0.058 0.039 -0.144
C -0.753 3.120 -0.884 -0.101 -0.203 -0.017
Cl 0.005 4.679 -0.828 0.072 0.162 0.028
H -1.140 4.148 -3.472 0.020 0.065 -0.067
H 0.448 3.397 -3.422 0.071 0.046 -0.052
H -0.885 2.578 -4.250 -0.015 -0.035 -0.073
H -1.749 0.756 -3.054 0.011 -0.075 -0.138
H -3.007 -0.818 -1.871 0.002 -0.039 0.290
H -0.324 -0.601 0.513 -0.018 -0.146 0.216
H -0.206 -1.587 1.973 0.004 0.110 -0.010
H -0.105 -3.641 0.553 -0.045 -0.073 -0.042
H -0.336 -2.649 -0.887 -0.058 -0.051 -0.048
H 2.081 -3.182 -0.534 0.058 0.037 0.085
H 1.984 -2.477 1.090 0.053 -0.017 -0.018
H 0.969 -1.422 -2.266 -0.001 -0.026 -0.048
H 2.748 -1.561 -2.287 -0.061 -0.015 0.007
H 2.036 0.512 -3.400 -0.047 0.019 -0.011
H 1.098 0.997 -1.960 0.056 -0.026 -0.045
H 3.395 2.445 -3.307 0.009 0.074 -0.058
H 4.310 2.814 -1.839 0.028 0.091 -0.015
H 2.553 3.083 -1.873 -0.041 0.043 0.006
H 4.097 1.413 0.067 -0.033 0.024 0.024
H 2.314 1.516 0.093 0.038 0.007 0.012
H 3.074 -0.549 1.189 0.027 -0.021 -0.022
H 3.988 -1.024 -0.270 -0.008 0.010 0.057
H -3.584 -2.637 2.039 0.283 -0.064 0.040
H -2.022 -3.461 2.236 -0.056 0.050 0.020
H -1.223 -3.036 4.842 0.086 -0.240 -0.036
H -1.310 -0.854 6.438 0.052 0.106 0.214
H -2.558 1.047 4.936 -0.079 0.150 -0.062
H -2.034 0.810 1.213 0.012 -0.088 0.105
H -0.957 3.017 1.240 0.022 0.064 0.078